Record 1
{
  "formula": "C13H24FN2O8P2",
  "method": "ωB97M-V with the def2-TZVPD basis set",
  "largest_force_ev_per_a": 0.64,
  "orbital_gap_ev": 4.0,
  "charge": -1,
  "homo_energy_ev": -2.1664,
  "species": ["C", "C", "O", "P", "O", "C", "C", "C", "C", "C", "O", "N", "C", "O", "F", "O", "C", "O", "C", "P", "N", "O", "C", "C", "H", "H", "H", "H", "H", "H", "H", "H", "H", "H", "H", "H", "H", "H", "H", "H", "H", "H", "H", "H", "H", "C", "O", "H", "H", "H"],
  "positions_angstrom": [[3.88170, -0.54795, 0.46960], [2.73376, -1.42221, 0.01790], [1.69791, -0.61722, -0.63872], [0.19637, -1.05191, -0.52242], [-0.46044, -1.00779, 0.80364], [-0.56305, 0.11032, -1.68078], [-2.05904, 0.38772, -1.43589], [-2.48100, 1.27104, -0.22358], [-1.36434, 1.91796, 0.63937], [-1.22326, 3.41281, 0.39749], [-1.73226, 3.95949, -0.52885], [-0.46914, 4.19170, 1.34571], [0.83649, 3.77219, 1.73458], [1.82673, 4.38183, 1.55626], [0.82580, 2.58464, 2.37396], [-1.72660, 1.72597, 2.02223], [-2.54567, 0.63065, 2.11065], [-2.61540, -0.05526, 3.07167], [-3.38639, 0.63107, 0.85741], [-4.42630, -0.81427, 0.52733], [-3.88004, -2.25928, 0.28529], [0.18136, -2.48894, -1.19900], [-0.81680, -3.45763, -0.78976], [-0.80587, -4.59907, -1.79666], [4.62280, -0.34228, -0.30660], [3.50967, 0.41724, 0.82152], [4.40655, -1.01878, 1.30016], [3.06297, -2.15486, -0.72095], [2.27408, -1.96747, 0.84861], [0.01911, 1.03695, -1.66152], [-0.45195, -0.28294, -2.69275], [-2.60237, -0.55914, -1.39276], [-2.40563, 0.89841, -2.33779], [-3.05997, 2.09566, -0.63352], [-0.39780, 1.44134, 0.51866], [-1.04233, 4.36749, 2.16577], [-4.15213, 1.39296, 1.07021], [-5.21351, -0.28290, -0.51348], [-5.23994, -0.67241, 1.66439], [-4.17549, -2.62355, -0.61364], [-1.79187, -2.97969, -0.73091], [-0.57337, -3.79268, 0.21782], [-1.82829, -4.91164, -2.02219], [-0.34413, -4.27837, -2.72983], [-0.28213, -5.47654, -1.41743], [6.80723, 1.78708, -0.04609], [6.61237, 0.45905, -0.03031], [7.56603, 2.15745, -0.79514], [5.88898, 2.40297, -0.28611], [7.16661, 2.23076, 0.92646]]
}



Record 2
{
  "formula": "C13H24FNO6S",
  "method": "ωB97M-V with the def2-TZVPD basis set",
  "de_lowest_kj_mol": 336.2,
  "largest_force_ev_per_a": 7.30,
  "orbital_gap_ev": 9.1,
  "smiles": "C=CC(=O)OCCCCCCNS(=O)(=O)F.CCOC(C)=O",
  "homo_energy_ev": -9.5375,
  "species": ["C", "C", "C", "O", "O", "C", "C", "C", "C", "C", "C", "N", "S", "O", "O", "F", "H", "H", "H", "H", "H", "H", "H", "H", "H", "H", "H", "H", "H", "H", "H", "H", "C", "C", "O", "C", "C", "O", "H", "H", "H", "H", "H", "H", "H", "H"],
  "positions_angstrom": [[4.00891, -0.57092, 1.19036], [4.28342, 0.77171, 0.86262], [3.01723, 1.62414, 0.40109], [3.17555, 2.47163, -0.48345], [1.79948, 1.28708, 1.02468], [0.97145, 2.44613, 1.27810], [-0.55193, 1.89800, 1.31575], [-1.51741, 2.78446, 2.22432], [-3.02531, 2.51793, 1.68168], [-3.66926, 1.17475, 2.24415], [-3.42253, -0.12055, 1.34887], [-3.40010, 0.12480, -0.12606], [-4.94782, 0.46283, -0.77658], [-4.76521, 0.56199, -2.26919], [-5.95715, -0.62551, -0.51814], [-5.48064, 1.96323, -0.26268], [4.73719, -1.42589, 1.08402], [2.95848, -0.83796, 1.53662], [5.31612, 1.22481, 0.91063], [1.26052, 2.97280, 2.25099], [0.99304, 3.23100, 0.46143], [-0.89992, 1.90820, 0.23010], [-0.47535, 0.82756, 1.71633], [-1.29198, 3.89498, 2.21557], [-1.46799, 2.37629, 3.28072], [-2.92821, 2.54494, 0.54093], [-3.66866, 3.43277, 1.93721], [-3.22245, 0.95559, 3.26887], [-4.80319, 1.32236, 2.33263], [-2.41663, -0.60125, 1.61317], [-4.20444, -0.93349, 1.56868], [-3.08965, -0.74735, -0.59252], [0.62996, -3.06775, -2.28333], [1.52227, -1.86796, -2.03863], [2.66389, -2.22463, -1.24726], [3.79702, -2.76288, -1.74164], [3.80550, -3.26689, -3.15810], [4.76592, -2.90205, -1.03025], [1.14767, -3.84928, -2.84231], [-0.26199, -2.77690, -2.84258], [0.32007, -3.51074, -1.33418], [1.82755, -1.37419, -2.96408], [0.97155, -1.12357, -1.45929], [3.61680, -4.34176, -3.15506], [4.79072, -3.07462, -3.58486], [3.08751, -2.77381, -3.80931]]
}



Record 3
{
  "formula": "C13H24N3O2S",
  "method": "ωB97M-V with the def2-TZVPD basis set",
  "de_lowest_kj_mol": 112.5,
  "largest_force_ev_per_a": 0.76,
  "orbital_gap_ev": 10.7,
  "charge": 1,
  "homo_energy_ev": -13.7992,
  "species": ["C", "C", "O", "N", "C", "S", "C", "C", "O", "H", "H", "H", "H", "H", "H", "H", "H", "H", "H", "C", "C", "C", "C", "N", "H", "H", "H", "H", "H", "H", "H", "C", "C", "C", "C", "N", "H", "H", "H", "H", "H", "H", "H"],
  "positions_angstrom": [[-0.15489, 2.87813, 1.45040], [-1.18281, 1.83300, 1.19223], [-2.14603, 1.93039, 0.49338], [-0.95652, 0.56283, 1.94016], [-2.06710, 0.26700, 2.88004], [-0.63366, -0.73826, 0.97627], [0.84183, -0.26258, 0.08584], [1.47150, -1.47793, -0.58189], [2.31157, -1.32788, -1.41440], [-0.47429, 3.81454, 1.00770], [0.79734, 2.53970, 1.04160], [-0.02532, 2.98669, 2.52950], [-1.77354, -0.56482, 3.51611], [-3.00668, 0.06705, 2.36626], [-2.19608, 1.14923, 3.50605], [-1.56955, -0.72507, -0.01024], [1.51438, 0.09432, 0.87095], [0.62811, 0.52752, -0.63688], [1.14718, -2.47769, -0.24528], [0.31931, 5.89975, -1.66623], [1.26430, 5.33789, -2.72150], [0.66625, 4.14849, -3.48387], [0.39278, 3.01335, -2.60731], [0.17843, 2.12070, -1.91913], [0.08231, 5.15105, -0.90818], [0.77065, 6.75302, -1.16242], [-0.61813, 6.23181, -2.11442], [2.20566, 5.03675, -2.25901], [1.50380, 6.11336, -3.44878], [1.34767, 3.81451, -4.26742], [-0.26553, 4.43911, -3.97211], [-0.32635, -5.64989, -0.58404], [0.63163, -6.11924, 0.50495], [-0.01635, -6.16230, 1.89433], [-0.45341, -4.83978, 2.33666], [-0.79991, -3.80009, 2.67900], [-0.68236, -4.63505, -0.38952], [0.16513, -5.65197, -1.55616], [-1.19828, -6.30178, -0.64838], [1.50972, -5.47080, 0.53497], [0.98981, -7.12129, 0.26971], [0.68732, -6.55433, 2.62959], [-0.87989, -6.82942, 1.89147]]
}



Record 4
{
  "formula": "C13H24N3O4PtS",
  "method": "ωB97M-V with the def2-TZVPD basis set",
  "de_lowest_kj_mol": 0.0,
  "largest_force_ev_per_a": 2.95,
  "orbital_gap_ev": [3.5, 3.5],
  "charge": 1,
  "homo_energy_ev": [-9.8621, -9.8621],
  "species": ["Pt", "N", "C", "C", "C", "N", "H", "H", "H", "H", "H", "H", "H", "H", "H", "H", "C", "C", "C", "O", "C", "H", "H", "H", "H", "H", "H", "H", "H", "N", "C", "C", "C", "C", "C", "C", "S", "O", "O", "O", "H", "H", "H", "H", "H", "H"],
  "positions_angstrom": [[0.30050, -0.17240, -0.02020], [2.61400, 0.15280, 0.09420], [2.98310, 0.96120, 1.26340], [2.51250, 2.41190, 1.14510], [0.99600, 2.60810, 1.20350], [0.31980, 2.03500, 0.02760], [3.05930, -0.75920, 0.15030], [2.94950, 0.60320, -0.75320], [4.07340, 0.96800, 1.38920], [2.54610, 0.49740, 2.15250], [2.90050, 2.84570, 0.21920], [2.95450, 2.96710, 1.97420], [0.79460, 3.68610, 1.26580], [0.59260, 2.13340, 2.10430], [0.75590, 2.40120, -0.81700], [-0.65930, 2.31990, 0.01450], [-3.43460, 1.20660, -1.13010], [-3.89400, 1.40860, 0.31900], [-2.91480, 0.54930, 1.13680], [-2.17500, -0.24430, 0.19960], [-2.86290, -0.20230, -1.05030], [-2.65550, 1.91990, -1.40990], [-4.24510, 1.27370, -1.85180], [-4.91020, 1.03570, 0.43350], [-3.87390, 2.45100, 0.62680], [-3.43990, -0.11970, 1.82710], [-2.20460, 1.14960, 1.71420], [-3.68180, -0.93470, -1.03580], [-2.15780, -0.45090, -1.84810], [-0.02010, -2.38500, -0.13680], [0.28920, -2.97460, 1.14000], [0.48700, -2.12110, 2.22020], [0.79880, -2.64060, 3.46600], [0.88890, -4.00440, 3.57430], [0.68520, -4.88410, 2.54530], [0.37650, -4.35250, 1.29880], [1.39010, -4.61960, 5.26320], [1.45770, -6.03910, 5.06590], [0.27780, -4.09700, 6.01850], [2.63700, -3.89650, 5.35010], [-1.02950, -2.42720, -0.28690], [0.41990, -2.92310, -0.88330], [0.39230, -1.04090, 2.05190], [0.97620, -2.02510, 4.33070], [0.76380, -5.94400, 2.71440], [0.20780, -5.01190, 0.46080]]
}